[1]
Density functional theory data (the ωB97M-V functional and the def2-TZVPD basis) for 2 unconnected molecules or ions with the total composition CH7PSi in a non-equilibrium geometry.

The geometry in XYZ format:
```
10
Properties=species:S:1:pos:R:3:forces:R:3
C -1.697558 0.133922 -0.087782 1.77 0.40 -1.95
Si 1.578364 -0.300020 0.131849 0.96 -1.30 -2.22
P -0.428922 -1.194298 0.274780 0.12 -1.48 -2.33
H -1.410250 0.602064 -1.110078 -1.25 -0.89 1.60
H -1.723979 0.943603 0.622417 0.50 0.21 0.53
H -2.631218 -0.368615 0.034121 -0.84 -0.13 -0.75
H 2.311661 -1.417743 -0.670919 -0.31 0.74 1.02
H 2.007771 0.884362 -0.599265 -0.47 0.58 -0.41
H 2.094654 -0.067660 1.412452 0.61 0.05 1.66
H -0.002932 -2.100646 -1.472531 -1.09 1.82 2.83
```
Positions in Å, forces in eV/Å.

The net charge is 0. For the energy above the lowest of the compared OMol25 structures with the same formula, charge and spin, the calculation gives 55.58 kcal per mole. The LUMO energy is -0.095 eV. The HOMO-LUMO gap comes out at 9.077 eV.

[2]
Density functional theory data (the ωB97M-V functional and the def2-TZVPD basis) for a molecular structure, C19H44ClNOP2Y in a non-equilibrium geometry.

The geometry in XYZ format:
```
69
Properties=species:S:1:pos:R:3:forces:R:3
Y 0.035676 0.068181 -0.048646 -0.01 0.03 -0.29
Cl 0.899546 1.732632 -1.808846 0.25 0.49 -0.50
P 0.831324 1.894361 1.883102 -0.60 -0.70 -0.41
C 0.360915 3.621914 1.378383 0.41 -0.07 0.05
C 0.210811 1.579122 3.603220 0.31 0.69 -0.12
C 2.660366 1.745788 1.754225 0.26 0.71 0.31
C -0.987041 3.657879 0.631021 -0.06 0.12 0.10
H 1.155391 3.882998 0.653408 -0.25 -0.09 0.21
C 0.396334 4.632528 2.522363 0.01 0.33 -0.12
H -0.468606 4.522618 3.184608 0.09 -0.04 -0.04
H 0.356030 5.638325 2.084788 -0.06 -0.04 0.20
H 1.308024 4.567864 3.123288 -0.13 -0.01 -0.03
H -0.894715 3.248350 -0.384000 -0.06 0.03 0.44
H -1.320171 4.701545 0.554010 0.10 -0.01 -0.02
H -1.773137 3.093718 1.154058 0.34 0.13 -0.25
H 2.826039 2.013071 0.690312 -0.14 -0.12 0.42
C 3.225743 0.322827 1.973481 0.01 -0.13 0.11
C 3.377780 2.782771 2.625649 0.51 -0.06 -0.10
H 3.218141 3.799972 2.248838 0.03 -0.15 0.13
H 4.457896 2.576350 2.605965 -0.13 0.19 0.08
H 3.047965 2.737927 3.674083 0.06 -0.03 -0.22
H 2.474861 -0.477105 1.899991 0.26 0.34 -0.15
H 3.714133 0.230932 2.955760 -0.09 0.17 -0.19
H 3.972538 0.122663 1.189537 -0.22 -0.04 0.33
C -1.320863 1.438760 3.535763 -0.01 -0.19 0.03
H 0.499920 2.467592 4.196784 -0.23 -0.41 0.12
C 0.828507 0.308783 4.191531 -0.13 -0.16 -0.10
H -1.823716 2.370503 3.239086 0.15 -0.28 0.10
H -1.688498 1.125575 4.523564 0.01 0.21 -0.12
H -1.599530 0.645348 2.820708 0.11 0.40 0.16
H 0.665276 -0.544858 3.513240 0.14 0.30 0.19
H 0.309524 0.066926 5.127105 0.16 0.06 -0.03
H 1.900228 0.415548 4.390221 -0.19 -0.05 -0.02
H -1.720408 0.892840 0.279476 -1.08 0.41 0.14
H 1.635516 -1.072420 -0.025745 0.95 -0.64 0.10
P -0.658557 -1.539264 -2.239689 0.39 0.28 0.94
C 0.734706 -1.594814 -3.475164 -0.40 0.17 -0.11
C -1.175840 -3.276896 -1.847314 0.13 0.13 -0.78
C -2.016788 -0.544567 -2.982833 -0.02 -0.23 -0.79
C 2.111492 -1.566603 -2.786619 0.06 -0.07 -0.12
H 0.607976 -0.639589 -4.018655 0.05 -0.28 0.17
C 0.634777 -2.742194 -4.477287 0.18 0.07 -0.27
H 0.907938 -3.699455 -4.021972 -0.06 0.08 -0.01
H 1.347591 -2.542449 -5.287416 -0.07 -0.19 0.04
H -0.358698 -2.837384 -4.925202 0.10 -0.03 0.08
H 2.327768 -0.577518 -2.361358 -0.15 -0.43 -0.03
H 2.883435 -1.793923 -3.533107 -0.05 0.03 -0.04
H 2.190468 -2.309499 -1.980640 -0.05 0.33 -0.22
H -1.497378 0.411483 -3.200304 -0.13 -0.45 0.12
C -3.192211 -0.226111 -2.026682 -0.11 -0.06 0.10
C -2.497352 -1.138711 -4.312710 -0.35 0.33 -0.17
H -1.721470 -1.068910 -5.084188 -0.15 -0.07 0.11
H -3.375004 -0.572745 -4.659852 0.16 -0.17 -0.09
H -2.797823 -2.192018 -4.209906 0.05 0.23 0.02
H -3.009472 -0.512318 -0.980626 0.03 0.26 -0.38
H -4.116105 -0.729943 -2.351504 0.25 0.07 -0.04
H -3.367471 0.860654 -2.030218 -0.03 -0.41 0.10
C -0.047154 -3.929162 -1.024985 -0.08 0.05 0.20
H -1.297683 -3.790004 -2.821241 -0.07 -0.12 0.47
C -2.488456 -3.295209 -1.061800 0.07 0.03 0.21
H 0.827708 -4.187773 -1.638151 -0.23 0.08 0.18
H -0.437349 -4.839855 -0.548830 0.14 0.04 -0.21
H 0.276746 -3.259068 -0.207977 -0.05 -0.19 -0.39
H -2.380822 -2.720958 -0.126499 -0.07 -0.11 -0.35
H -2.710247 -4.330337 -0.774601 -0.07 0.12 -0.09
H -3.329310 -2.891589 -1.637316 0.15 -0.11 0.14
O -1.417392 -3.081309 2.999402 -0.16 -0.35 0.34
C -1.050538 -2.248423 2.235390 0.61 1.36 -1.28
N -0.679286 -1.405367 1.459524 -0.82 -1.78 1.70
```
Positions in Å, forces in eV/Å.

The net charge is -1. The LUMO energy is 2.928 eV. The HOMO-LUMO gap comes out at 6.231 eV.

[3]
Density functional theory data (the ωB97M-V functional and the def2-TZVPD basis) for a single C5H8O2 molecule in a non-equilibrium geometry.

The geometry in XYZ format:
```
15
Properties=species:S:1:pos:R:3:forces:R:3
C -1.210968 0.150622 -0.971757 -0.18 -0.35 -1.25
C 0.159834 0.596171 -1.281469 -0.09 -0.21 -0.69
O 0.834144 1.292124 -0.233202 -0.10 0.35 -0.53
C 0.832269 0.534286 0.975065 -0.18 0.16 -0.16
C 0.907204 -0.982829 1.025387 0.08 -0.10 -0.16
C -0.391759 -0.266213 1.295863 -0.09 0.01 -0.22
O -1.453730 -0.296893 0.358050 -0.06 -1.02 -0.58
H -2.037591 0.821103 -1.182626 0.31 0.83 0.30
H -1.214228 -0.353639 -2.099104 -1.10 -1.43 2.72
H 0.817302 -0.208825 -1.612408 -0.09 -0.40 0.39
H -0.200871 0.922623 -2.331488 1.85 1.82 1.23
H 1.351943 1.075555 1.769819 -0.28 -0.04 -0.43
H 0.983225 -1.547984 0.103908 -0.07 0.08 0.08
H 1.412808 -1.449664 1.870223 -0.03 0.24 -0.21
H -0.789581 -0.286438 2.313738 0.02 0.08 -0.47
```
Positions in Å, forces in eV/Å.

The net charge is 0. For the energy above the lowest of the compared OMol25 structures with the same formula, charge and spin, the calculation gives 100.54 kcal per mole. The LUMO energy is 0.926 eV. Its SMILES is C1CO[C@@H]2C[C@@H]2O1. The HOMO-LUMO gap comes out at 9.838 eV.

[4]
Density functional theory data (the ωB97M-V functional and the def2-TZVPD basis) for a molecular structure, C10H5F6N2O4S7SbTc.

The geometry in XYZ format:
```
36
Properties=species:S:1:pos:R:3:forces:R:3
Tc 1.286217 0.068163 -0.009568 0.75 0.39 -0.14
S -0.681808 -3.125436 -3.214244 -0.04 0.02 0.09
Sb 0.823598 -1.500693 -3.408477 0.08 0.01 -0.05
S 2.557732 -1.129007 -1.553084 -0.12 -0.46 0.04
S 3.806481 0.149924 -2.332550 0.10 0.21 0.01
S 1.391779 -0.509792 -5.298043 -0.01 0.04 0.00
F 2.314285 4.097821 2.213843 -0.03 -0.03 -0.03
C 1.534663 4.407083 1.191626 -0.04 -0.02 0.00
F 0.410105 4.954908 1.640024 0.01 0.01 -0.02
F 2.159488 5.264444 0.397198 -0.02 -0.01 -0.01
S 1.146280 2.855385 0.275163 -0.12 0.17 0.16
O 2.388760 2.248684 -0.124648 0.49 0.16 -0.17
O 0.403663 1.988046 1.179077 -0.15 -0.11 0.26
N 0.292816 3.409530 -0.914626 -0.17 -0.04 0.00
S -0.449548 2.341231 -1.806299 -0.12 0.33 0.02
O 0.161966 1.012495 -1.728536 0.23 -0.30 0.08
O -0.737884 2.856137 -3.094041 -0.04 0.01 -0.11
C -2.115727 2.098870 -0.993031 -0.02 0.00 -0.01
F -2.080676 1.093117 -0.123166 -0.01 0.08 -0.02
F -3.016574 1.818716 -1.929687 0.05 -0.01 0.03
F -2.485477 3.208595 -0.358058 0.01 -0.04 -0.03
S 4.246218 0.490668 3.660557 -0.03 0.00 0.00
C 3.269968 0.080873 2.435195 0.03 -0.14 -0.01
N 2.572560 -0.243197 1.552078 -0.12 0.21 -0.25
C 0.253825 -1.196928 0.324339 -0.82 -0.30 0.13
C -0.700659 -2.209300 0.684630 0.16 -0.15 0.04
C -0.432596 -3.549723 0.402281 -0.10 0.01 0.03
C -1.357077 -4.517746 0.755574 0.03 0.01 -0.03
C -2.538794 -4.155727 1.386903 -0.02 -0.02 0.01
C -2.802646 -2.822344 1.672253 -0.01 -0.02 0.01
C -1.886807 -1.845872 1.324713 0.01 0.01 0.00
H 0.483510 -3.817613 -0.103626 0.03 0.00 -0.02
H -1.158915 -5.556232 0.526402 0.00 -0.01 0.01
H -3.259004 -4.916830 1.658418 -0.01 -0.01 0.00
H -3.723710 -2.544325 2.167717 0.00 0.00 0.00
H -2.075997 -0.803922 1.543698 0.01 0.00 0.00
```
Positions in Å, forces in eV/Å.

The net charge is -1. For the energy above the lowest of the compared OMol25 structures with the same formula, charge and spin, the calculation gives 28.27 kcal per mole. The LUMO energy is 0.973 eV. The HOMO-LUMO gap comes out at 6.052 eV.